No. 1
Entry from the Open Molecules 2025 dataset: C32H38N2O4 in the gas phase at a distorted geometry (ωB97M-V/def2-TZVPD).

Geometry as XYZ:
```
76
Properties=species:S:1:pos:R:3:forces:R:3:mulliken_charge:R:1
C -6.67146 0.13616 3.22518 -0.32 -0.15 0.30 -1.16
C -5.61223 0.34496 2.18175 0.09 0.17 0.29 -0.21
O -4.46000 0.84162 2.92520 0.11 -0.03 -0.49 -0.22
C -3.33299 0.77140 2.21948 -0.10 -0.96 -1.74 -0.78
O -3.36654 0.29422 1.08647 0.11 0.85 1.73 -0.67
C -2.03710 1.35589 2.87332 -0.12 -2.58 0.73 4.08
C -2.12139 1.34623 4.42761 1.64 -0.34 1.31 -0.88
O -1.14465 1.25022 5.17014 -1.53 0.19 -1.10 -0.66
O -3.32450 1.50801 4.97095 0.34 0.11 -0.01 -0.15
C -3.29782 1.51862 6.42155 -0.24 0.03 -0.10 -0.25
C -4.70306 1.18933 6.84049 -0.46 -0.14 0.22 -1.15
C -0.77936 0.55912 2.37297 -0.29 0.28 0.02 -0.03
C 0.36949 0.46548 3.14859 0.62 -0.40 0.37 -0.17
C 1.49749 -0.23529 2.71090 -0.40 0.15 -0.26 -1.10
C 1.50603 -0.82915 1.44951 -0.14 -0.04 0.24 -0.37
C 0.38419 -0.68827 0.63708 -0.09 0.34 0.13 -1.18
C -0.72091 0.05316 1.07658 0.31 -0.69 -0.40 -0.38
C -1.91822 2.77902 2.42520 0.19 2.42 -0.76 -0.16
C -1.97834 2.83574 0.92287 -0.34 0.37 -0.28 -0.79
C -2.95021 3.38257 0.18090 0.80 -0.38 0.98 -0.50
C -2.96510 3.30860 -1.26757 -0.06 -0.04 -1.19 0.69
C -4.15378 3.64246 -1.95192 0.61 0.14 0.27 -0.99
C -4.19195 3.72762 -3.32667 0.63 -0.33 -0.38 -0.85
C -3.04913 3.36401 -4.09671 -0.29 0.33 0.90 1.08
N -3.06711 3.53238 -5.45731 -0.27 -0.20 -1.00 0.10
C -3.80789 4.59770 -6.10724 0.00 -0.11 0.10 -0.93
C -2.21201 2.74867 -6.32257 0.16 0.05 0.32 -1.18
C -1.89900 2.87833 -3.42727 -0.42 0.29 0.07 -0.42
C -1.84297 2.91271 -2.03745 -0.84 0.18 0.04 -0.76
C -0.62419 3.42329 2.94477 -0.60 0.34 -0.30 -0.08
C -0.63256 3.95518 4.23876 0.32 -0.26 -0.27 -0.44
C 0.54837 4.26470 4.87762 0.43 0.22 -0.33 -0.86
C 1.75740 4.28427 4.13713 -0.63 -0.41 -0.50 0.50
N 2.93722 4.64511 4.74836 0.45 0.58 0.32 0.10
C 3.28513 4.13997 6.05804 0.03 0.12 -0.16 -0.98
C 4.00839 5.25239 3.98939 -0.20 -0.28 -0.06 -1.20
C 1.72331 3.96851 2.75564 -0.17 0.01 0.59 -0.96
C 0.54409 3.48637 2.18259 0.20 0.25 0.46 -0.03
H -7.60229 -0.22799 2.78590 0.06 0.07 -0.09 0.44
H -6.33875 -0.62247 3.94537 -0.05 0.24 -0.08 0.25
H -6.88134 1.06896 3.75578 0.01 -0.14 0.00 0.26
H -5.33382 -0.58797 1.68107 -0.13 0.33 0.02 0.35
H -5.87535 1.11601 1.44190 0.05 -0.40 0.11 0.24
H -2.58449 0.76939 6.78263 -0.14 0.33 -0.10 0.36
H -2.97962 2.52318 6.73128 0.01 -0.31 0.07 0.23
H -4.80107 1.21821 7.93117 0.06 0.07 -0.15 0.43
H -5.42292 1.89479 6.40649 0.14 -0.20 0.10 0.27
H -4.96091 0.16923 6.52069 0.02 0.33 0.00 0.25
H 0.36647 0.90440 4.13793 0.30 -0.17 -0.43 0.71
H 2.35040 -0.31486 3.38011 -0.07 0.02 -0.18 0.41
H 2.36604 -1.40721 1.12015 -0.13 0.09 0.01 0.40
H 0.34409 -1.15396 -0.34860 0.09 0.21 0.22 0.40
H -1.56383 0.19137 0.41449 0.35 -0.24 0.08 0.55
H -2.77843 3.31401 2.86486 0.21 0.09 -0.26 1.16
H -1.15432 2.31747 0.42363 -0.46 0.25 0.16 -0.34
H -3.77987 3.90114 0.66523 0.07 -0.16 -0.07 0.42
H -5.04987 3.87198 -1.37368 0.23 0.04 -0.10 0.34
H -5.09947 4.06183 -3.82924 0.24 -0.22 0.20 0.29
H -4.52465 5.04067 -5.41222 0.16 -0.05 -0.28 0.29
H -3.14121 5.40261 -6.46072 -0.07 -0.17 0.06 0.29
H -4.34832 4.19779 -6.97790 0.03 0.16 0.21 0.31
H -2.07983 1.74891 -5.88569 -0.02 0.21 -0.23 0.39
H -2.69335 2.65189 -7.30654 0.20 0.00 0.26 0.34
H -1.21294 3.20123 -6.45087 -0.17 -0.11 -0.11 0.33
H -1.02894 2.55421 -3.99970 -0.23 0.20 0.18 0.41
H -0.90456 2.66469 -1.54830 -0.17 -0.04 -0.08 0.41
H -1.57969 4.14726 4.73710 0.06 -0.44 0.12 0.46
H 0.53945 4.51748 5.93882 0.04 0.20 -0.38 0.49
H 2.39403 3.71845 6.53094 0.34 0.05 0.02 0.33
H 4.06360 3.36282 5.98832 -0.17 -0.02 0.04 0.30
H 3.69483 4.94794 6.67686 -0.15 -0.11 0.06 0.28
H 3.58784 5.85594 3.17215 0.19 -0.15 0.28 0.37
H 4.58771 5.90065 4.65477 -0.05 -0.03 -0.11 0.34
H 4.69316 4.50420 3.56184 0.04 0.10 -0.05 0.36
H 2.64665 4.04292 2.17558 -0.40 -0.13 0.13 0.41
H 0.56006 3.16843 1.13989 -0.01 0.02 0.36 0.40
```
Positions in Å, forces in eV/Å.

Its structure (SMILES) is CCOC(=O)C(C(=O)OCC)(c1ccccc1)[C@H](/C=C/c1ccc(N(C)C)cc1)c1ccc(N(C)C)cc1. As for the energy above the lowest of the compared OMol25 structures with the same formula, charge and spin: 50.4 kcal/mol. For the largest force on an atom, the calculation gives 2.682 eV/A. Its HOMO energy is -0.2556 Ha.

No. 2
Entry from the Open Molecules 2025 dataset: a molecular structure, C32H38N2O6PS4Ti at a distorted geometry (ωB97M-V/def2-TZVPD).

Geometry as XYZ:
```
84
Properties=species:S:1:pos:R:3:forces:R:3:lowdin_spin:R:1
Ti -0.23279 -0.15921 0.72696 1.19 -0.30 0.30 0.13
C -1.95079 -2.70376 1.67156 0.16 -0.15 0.14 0.00
C -2.16014 -2.27995 3.13465 0.04 -0.03 -0.06 0.00
O -1.64278 -0.97959 3.25022 -0.15 0.04 0.12 0.00
C -1.05240 -0.59885 4.47001 0.05 0.04 -0.04 0.00
C -0.13606 0.62068 4.18543 0.14 -0.15 0.13 0.00
O -0.33219 1.20519 2.90948 0.01 -0.22 -0.01 0.00
C -1.22462 2.28412 2.82746 -0.34 0.21 -0.10 0.00
C -2.64683 1.77904 2.62513 0.24 0.10 0.04 0.00
O -2.59919 0.91771 1.50102 0.02 0.05 0.12 0.00
C -3.68423 0.01868 1.42679 -0.01 0.02 -0.02 0.00
C -3.27999 -1.07789 0.46888 -0.07 -0.12 -0.23 0.00
O -1.98108 -1.59177 0.78004 -0.44 0.06 -0.07 0.01
H -2.69733 -3.44191 1.35654 0.06 0.07 0.05 0.00
H -0.94643 -3.11129 1.54588 -0.17 0.00 0.07 0.00
H -1.62762 -2.98782 3.78006 0.00 0.03 -0.01 0.00
H -3.22152 -2.29426 3.42540 0.07 -0.02 -0.05 0.00
H -0.43770 -1.41607 4.86594 -0.04 0.05 -0.01 0.00
H -1.83034 -0.36223 5.21329 0.08 0.00 -0.10 0.00
H 0.90807 0.30175 4.18633 -0.15 0.00 0.03 0.00
H -0.27609 1.38676 4.95697 0.03 -0.07 -0.05 0.00
H -0.89010 2.86548 1.96022 -0.11 -0.03 0.08 0.00
H -1.15879 2.92221 3.71560 -0.04 -0.02 -0.04 0.00
H -3.34331 2.60824 2.44715 0.05 -0.02 0.00 0.00
H -2.98692 1.21374 3.50215 0.03 0.05 -0.03 0.00
H -4.58605 0.52227 1.05457 0.04 -0.02 -0.01 0.00
H -3.89610 -0.37851 2.42353 0.00 0.00 0.00 0.00
H -3.20306 -0.68375 -0.54542 -0.04 -0.02 0.08 0.00
H -4.01813 -1.88855 0.48051 0.10 0.07 0.00 0.00
C 4.16819 4.15978 1.16849 0.03 -0.13 0.02 0.00
C 4.64597 2.73606 0.95210 0.05 0.00 -0.12 0.00
O 4.02640 1.85239 1.89333 -0.28 0.08 -0.45 0.00
P 2.95528 0.66376 1.46025 0.65 0.21 0.82 0.00
S 1.14596 -1.34662 1.87858 -0.99 -0.20 -0.47 -0.03
S 1.37109 1.53406 0.35804 -0.06 0.17 -0.24 0.01
O 3.76364 -0.03256 0.20796 -0.15 0.09 -0.19 0.00
C 4.80940 -0.93785 0.56769 -0.04 -0.16 0.05 0.00
C 4.93151 -1.99596 -0.51372 -0.12 0.05 0.17 0.00
H 4.67065 4.83950 0.47900 0.02 0.01 -0.03 0.00
H 4.38164 4.48008 2.18829 0.00 0.01 0.02 0.00
H 3.09457 4.22484 0.99910 -0.05 0.00 0.00 0.00
H 5.72877 2.66139 1.10532 -0.10 0.02 -0.03 0.00
H 4.42468 2.39764 -0.06614 0.05 0.07 0.07 0.00
H 4.56776 -1.39896 1.53543 0.08 0.01 -0.07 0.00
H 5.74556 -0.37883 0.68356 -0.07 -0.03 -0.02 0.00
H 4.02715 -2.60774 -0.56218 0.04 0.06 0.01 0.00
H 5.77878 -2.65220 -0.31434 0.04 -0.02 0.03 0.00
H 5.07846 -1.52570 -1.48206 0.02 0.05 -0.12 0.00
S -3.95453 4.34140 -0.53410 -0.04 0.18 -0.21 0.01
C -4.50441 5.81618 -1.21511 -0.04 0.09 -0.01 0.02
C -4.14776 5.93385 -2.52360 -0.14 0.10 0.28 0.00
C -3.41022 4.82068 -2.98608 0.08 -0.24 0.15 0.02
C -3.21097 3.87251 -2.01984 -0.09 0.22 0.00 0.00
C -2.51152 2.60869 -2.13219 0.30 -0.44 0.15 0.07
C -1.93260 2.01799 -1.01719 -0.10 0.02 -0.32 0.03
N -1.29976 0.83913 -1.02298 -0.01 0.21 0.47 0.13
C -1.13635 0.22692 -2.23020 0.23 -0.41 -0.34 0.08
C -1.68807 0.75461 -3.42840 -0.07 0.19 0.16 0.02
C -1.45687 0.01506 -4.63909 0.22 -0.39 -0.16 0.00
C -0.70261 -1.10980 -4.65428 -0.27 0.37 -0.15 -0.01
C -0.09559 -1.63129 -3.46290 0.01 -0.09 0.22 0.03
C 0.71161 -2.75515 -3.44144 -0.25 0.45 0.16 0.06
C 1.26432 -3.16266 -2.21901 -0.26 0.39 0.24 0.07
C 0.97823 -2.41253 -1.07881 0.23 -0.22 -0.20 0.02
N 0.19063 -1.33579 -1.05792 0.16 -0.07 0.65 0.10
C -0.35450 -0.93930 -2.24439 -0.26 0.40 -0.49 0.08
C 2.15116 -4.30606 -2.11034 0.12 -0.21 0.12 0.00
C 2.31649 -5.14922 -1.04371 -0.04 0.22 -0.22 0.02
C 3.30878 -6.12867 -1.26731 0.19 -0.07 -0.19 0.00
C 3.87913 -6.02027 -2.49872 0.06 -0.09 -0.02 0.02
S 3.22172 -4.71969 -3.39675 -0.01 -0.10 0.21 0.01
C -2.39562 1.94349 -3.37127 0.22 -0.36 0.08 0.10
H -5.05751 6.51537 -0.61386 -0.05 0.07 0.04 0.00
H -4.39416 6.78760 -3.13350 -0.04 0.08 -0.02 0.00
H -3.01406 4.73212 -3.98385 0.05 -0.02 -0.10 0.00
H -1.98766 2.52648 -0.06627 0.02 0.02 0.03 0.00
H -1.89143 0.39659 -5.55293 -0.01 -0.01 -0.09 0.00
H -0.52714 -1.64038 -5.58058 -0.02 0.00 -0.08 0.00
H 0.91372 -3.30426 -4.35032 -0.01 -0.03 -0.10 0.00
H 1.43890 -2.66322 -0.13027 -0.04 -0.03 -0.14 0.00
H 1.73888 -5.06984 -0.13907 -0.10 0.03 0.13 0.00
H 3.58158 -6.88345 -0.54942 0.05 -0.10 0.06 0.00
H 4.64759 -6.63819 -2.92867 0.05 -0.05 -0.02 0.00
H -2.85037 2.35757 -4.26070 -0.01 -0.02 -0.06 0.01
```
Positions in Å, forces in eV/Å.

Its multiplicity is 2. As for the energy above the lowest of the compared OMol25 structures with the same formula, charge and spin: 6.9 kcal/mol. For the largest force on an atom, the calculation gives 1.269 eV/A. Its HOMO energy (spin up / spin down) is -0.1755 / -0.2490 Ha.

No. 3
Entry from the Open Molecules 2025 dataset: a molecular structure, C32H38N4O2Pd (ωB97M-V/def2-TZVPD).

Geometry as XYZ:
```
77
Properties=species:S:1:pos:R:3:forces:R:3:mulliken_charge:R:1
Pd -0.27979 -0.19564 -0.15437 -0.11 -0.02 0.07 0.35
C 2.28495 -2.67651 -2.95668 -0.01 0.00 0.00 -1.55
C 2.49388 -1.30942 -2.29669 0.00 -0.01 -0.02 2.12
C 3.28594 -0.38462 -3.21632 0.01 0.00 -0.01 -1.94
C 3.11316 -1.48687 -0.92507 0.00 0.02 0.02 0.52
C 4.48284 -1.37463 -0.72485 0.01 0.02 0.01 -0.63
C 5.03848 -1.57845 0.53023 0.00 -0.01 -0.01 -1.49
C 4.22319 -1.89238 1.60167 -0.01 0.00 0.00 -0.43
C 2.84419 -2.00656 1.44631 0.01 -0.02 -0.01 0.79
C 1.97721 -2.33259 2.64479 0.01 0.00 0.01 0.85
C 2.31385 -3.71536 3.20460 0.00 0.00 0.00 -1.61
C 2.09100 -1.24996 3.71975 0.00 0.00 0.01 -1.44
C 2.30109 -1.80783 0.17396 0.01 0.01 0.01 -0.58
N 0.89011 -1.83881 -0.00882 0.02 -0.01 -0.03 1.27
C 0.24190 -3.02179 -0.02103 0.01 -0.03 -0.04 -0.02
O 0.72075 -4.14190 0.08318 -0.01 0.01 0.01 -0.73
C -1.25813 -2.84632 -0.17733 -0.02 0.01 0.02 0.02
C -2.20301 -3.85186 -0.22617 0.00 -0.01 0.01 -0.71
C -3.54206 -3.48607 -0.32860 0.00 -0.01 0.00 -0.37
C -3.91817 -2.14705 -0.37041 0.00 0.02 -0.01 -0.75
C -2.92132 -1.19189 -0.32437 0.00 0.01 0.04 0.17
N -1.65536 -1.58107 -0.24023 0.03 -0.01 -0.01 -0.08
C -3.10881 0.31635 -0.32102 -0.05 -0.05 -0.01 -0.59
O -4.23473 0.79118 -0.29443 0.01 0.01 0.03 -0.72
N -1.92968 0.96960 -0.35409 0.08 0.08 -0.18 1.88
C -1.90801 2.39469 -0.28578 -0.03 0.02 0.07 -0.81
C -1.75822 3.16550 -1.45108 -0.07 -0.06 0.04 1.06
C -1.66258 4.54707 -1.31007 0.04 -0.03 0.00 -1.19
C -1.70643 5.15746 -0.06721 0.01 0.02 -0.02 -1.53
C -1.85580 4.38318 1.06727 -0.01 -0.03 0.03 -0.32
C -1.96035 2.99860 0.97833 0.00 0.00 -0.04 1.10
C -2.14137 2.18295 2.24374 0.00 0.03 0.00 0.99
C -3.48451 2.49936 2.90405 -0.01 0.02 0.00 -1.66
C -0.97957 2.38962 3.21649 0.01 0.00 0.01 -1.41
C -1.75497 2.60088 -2.86458 -0.01 0.02 0.01 0.44
C -3.12660 2.05282 -3.26757 0.02 0.06 0.03 -1.47
C -0.64525 1.59239 -3.16769 0.03 -0.05 0.02 -1.29
H 1.74835 -2.57075 -3.90219 0.00 0.00 0.00 0.39
H 1.72520 -3.35123 -2.30884 0.00 0.00 0.00 0.35
H 3.25083 -3.14362 -3.16364 0.00 0.00 0.00 0.36
H 1.50573 -0.86094 -2.15383 0.02 -0.01 -0.01 -0.66
H 4.24090 -0.82481 -3.51053 -0.01 0.00 0.00 0.47
H 3.49044 0.57823 -2.74308 0.00 0.00 0.00 0.38
H 2.72022 -0.19957 -4.13089 0.00 0.00 0.00 0.40
H 5.12981 -1.12865 -1.55675 0.00 0.00 0.00 0.30
H 6.10908 -1.49437 0.66850 0.00 0.00 0.00 0.38
H 4.66302 -2.05176 2.57931 0.00 0.00 0.00 0.35
H 0.93966 -2.35359 2.31245 0.00 0.00 0.00 -0.02
H 3.33947 -3.74789 3.57953 0.00 0.00 0.00 0.32
H 2.20474 -4.47587 2.43160 0.00 0.00 0.00 0.37
H 1.64784 -3.96354 4.03365 0.00 0.00 0.00 0.44
H 3.10899 -1.18379 4.10980 0.00 0.00 0.00 0.31
H 1.42699 -1.47206 4.55752 0.00 0.00 0.00 0.44
H 1.82006 -0.26941 3.32163 0.00 0.00 0.00 0.27
H -1.87747 -4.88111 -0.17389 0.00 0.00 0.00 0.56
H -4.30294 -4.25479 -0.36599 0.00 0.00 0.00 0.45
H -4.94880 -1.82750 -0.43194 0.00 0.00 0.00 0.56
H -1.55523 5.15465 -2.20087 -0.01 0.01 -0.01 0.39
H -1.63431 6.23481 0.01320 0.01 0.00 -0.01 0.37
H -1.89959 4.86003 2.03958 -0.01 -0.01 0.00 0.37
H -2.15103 1.12979 1.96571 0.00 -0.02 0.01 -0.27
H -3.52369 3.54114 3.23160 0.00 -0.01 0.00 0.33
H -3.63901 1.86661 3.78050 0.00 0.00 0.00 0.44
H -4.30463 2.33176 2.20544 0.01 -0.01 0.00 0.38
H -0.91801 3.42834 3.54820 0.00 -0.01 0.00 0.33
H -0.02481 2.12917 2.75325 -0.01 0.00 0.00 0.22
H -1.10728 1.76432 4.10222 0.00 0.00 0.00 0.44
H -1.55908 3.46317 -3.50884 -0.01 0.02 0.01 0.56
H -3.42166 1.21231 -2.64299 0.00 -0.03 -0.04 0.17
H -3.11211 1.72675 -4.30973 0.01 -0.01 0.00 0.45
H -3.89496 2.81863 -3.15875 -0.01 0.01 0.00 0.39
H -0.85846 0.60726 -2.75008 -0.01 0.03 0.00 -0.01
H 0.31916 1.92479 -2.77715 0.01 0.02 0.00 0.18
H -0.54337 1.48036 -4.24919 0.00 -0.03 0.00 0.58
N 1.90923 1.99514 0.12259 0.00 0.01 -0.03 -0.13
C 1.09565 1.18838 0.00239 0.06 0.04 0.03 -0.11
H 2.61325 2.69553 0.22059 0.00 0.00 0.01 0.28
```
Positions in Å, forces in eV/Å.

As for the energy above the lowest of the compared OMol25 structures with the same formula, charge and spin: 0.0 kcal/mol. For the largest force on an atom, the calculation gives 0.217 eV/A. Its HOMO energy is -0.3081 Ha.

The calculation returns the following calculated total energy values, one per record and in order: -1652.58952 -4586.78791 -1739.64793 Ha.